Entry from the Open Molecules 2025 dataset: a cluster of 2 separate species, C3H10NO in total (ωB97M-V with the def2-TZVPD basis set).

Its charge is +1. The value obtained for the gap between HOMO and LUMO is 11.931 eV. Its relative energy (zero: lowest compared OMol25 entry of this formula, charge and spin) is 41.62 kJ/mol. Its calculated total energy is -6803.8794 eV.

The geometry in XYZ format:
```
15
Properties=species:S:1:pos:R:3:mulliken_charge:R:1
C -0.47 -1.68 -1.34 -1.388
C 0.05 -1.09 -0.04 -0.115
C -0.10 1.17 -0.94 -0.151
N -0.11 0.39 0.07 0.092
H 0.17 -1.40 -2.18 0.432
H -1.50 -1.42 -1.54 0.384
H -0.43 -2.76 -1.25 0.357
H 1.12 -1.25 0.05 0.297
H -0.48 -1.52 0.81 0.344
H -0.36 0.79 -1.92 0.298
H 0.06 2.23 -0.79 0.246
H 0.16 0.86 0.96 0.243
H 1.22 2.35 2.46 0.325
H 0.22 1.53 3.28 0.315
O 0.44 1.79 2.37 -0.679
```

***

Entry from the Open Molecules 2025 dataset: a cluster of 2 separate species, C3H10NO in total (ωB97M-V with the def2-TZVPD basis set).

Its charge is +1. The value obtained for the gap between HOMO and LUMO is 10.760 eV. Its relative energy (zero: lowest compared OMol25 entry of this formula, charge and spin) is 84.30 kJ/mol. Its calculated total energy is -6803.4370 eV.

The geometry in XYZ format:
```
15
Properties=species:S:1:pos:R:3:mulliken_charge:R:1
C -0.70 -0.48 -0.82 -0.590
O -0.99 -0.52 0.65 -0.565
C 0.70 -0.08 -1.10 0.138
C 1.60 -1.01 -1.42 -0.722
H -1.43 0.22 -1.20 0.271
H -0.93 -1.48 -1.16 0.394
H -0.49 -1.28 1.00 0.402
H 1.01 0.94 -0.90 0.301
H 2.65 -0.79 -1.60 0.284
H 1.27 -2.03 -1.57 0.231
N -0.34 1.61 1.87 -0.595
H -0.82 1.80 2.74 0.346
H -0.65 0.58 1.34 0.373
H -0.55 2.36 1.22 0.368
H 0.66 1.60 2.05 0.364
```

***

Entry from the Open Molecules 2025 dataset: a structure of composition C3H10NO (ωB97M-V with the def2-TZVPD basis set).

Its charge is +1. The value obtained for the gap between HOMO and LUMO is 5.224 eV. Its relative energy (zero: lowest compared OMol25 entry of this formula, charge and spin) is 586.21 kJ/mol. Its calculated total energy is -6798.2350 eV.

The geometry in XYZ format:
```
15
Properties=species:S:1:pos:R:3:mulliken_charge:R:1
C -1.17 -1.60 1.85 -1.032
C -0.59 -1.21 0.50 0.180
C 0.42 -0.28 0.38 -0.038
N 1.24 0.20 -0.59 -0.368
H -1.02 -2.78 2.10 0.350
H -2.23 -1.25 1.88 0.367
H -0.75 -1.07 2.68 0.381
H -0.89 -1.81 -0.27 0.408
H 0.48 0.30 1.29 0.324
H 1.19 -0.34 -1.45 0.266
H -1.79 1.33 -4.91 -0.033
H -1.91 2.13 -4.95 0.033
H 1.93 1.48 0.24 0.480
H 2.73 2.81 0.37 0.341
O 2.38 2.08 0.88 -0.660
```

***

Entry from the Open Molecules 2025 dataset: a cluster of 2 separate species, C3H10NO in total (ωB97M-V with the def2-TZVPD basis set).

Its charge is +2. Its spin multiplicity is 2. The value obtained for the gap between HOMO and LUMO (alpha / beta) is 11.040 / 7.165 eV. Its relative energy (zero: lowest compared OMol25 entry of this formula, charge and spin) is 244.30 kJ/mol. Its calculated total energy is -6789.4571 eV.

The geometry in XYZ format:
```
15
Properties=species:S:1:pos:R:3:lowdin_spin:R:1
C 1.04 0.39 -0.60 0.047
O 1.36 0.02 0.80 0.039
C 0.05 -0.50 -1.24 0.386
C -1.14 -0.13 -1.89 0.442
H 2.02 0.38 -1.14 0.023
H 0.70 1.41 -0.49 0.005
H 1.78 -0.86 0.74 0.001
H 0.27 -1.56 -1.20 0.015
H -1.72 -0.87 -2.43 0.017
H -1.54 0.88 -1.82 0.017
N -1.09 0.17 1.94 0.004
H -0.07 0.11 1.58 0.001
H -1.25 -0.33 2.82 0.000
H -1.39 1.13 2.08 0.000
H -1.69 -0.26 1.24 0.004
```

***

Entry from the Open Molecules 2025 dataset: a cluster of 2 separate species, C3H10NO2 in total (ωB97M-V with the def2-TZVPD basis set).

Its charge is -1. The value obtained for the gap between HOMO and LUMO is 7.927 eV. Its relative energy (zero: lowest compared OMol25 entry of this formula, charge and spin) is 211.30 kJ/mol. Its calculated total energy is -8856.6039 eV.

The geometry in XYZ format:
```
16
Properties=species:S:1:pos:R:3:mulliken_charge:R:1
C 0.33 0.24 -1.28 -0.580
O 1.28 -0.84 -1.07 -0.577
C -0.64 0.78 -0.22 0.535
C -1.66 -0.23 0.39 -1.677
N 0.22 1.35 0.82 -0.903
H -0.42 -0.41 -2.03 0.222
H 0.82 1.12 -1.84 0.211
H -1.34 1.51 -0.63 0.280
H -1.57 -0.18 1.39 0.498
H -2.59 -0.02 -0.06 0.424
H -1.37 -1.24 0.23 0.315
H 0.86 0.50 1.10 0.417
H 0.86 1.95 0.41 0.274
H 1.66 -1.32 -0.05 0.388
H 1.82 -2.08 1.47 0.180
O 1.75 -1.12 1.38 -1.008
```

***

Entry from the Open Molecules 2025 dataset: a structure of composition C3H10NO2 (ωB97M-V with the def2-TZVPD basis set).

Its charge is -1. The value obtained for the gap between HOMO and LUMO is 7.828 eV. Its relative energy (zero: lowest compared OMol25 entry of this formula, charge and spin) is 83.49 kJ/mol. Its calculated total energy is -8857.9286 eV.

The geometry in XYZ format:
```
16
Properties=species:S:1:pos:R:3:mulliken_charge:R:1
C -0.37 0.23 -1.33 -0.463
O -1.57 0.57 -0.75 -0.795
C 0.42 -0.85 -0.48 0.178
C 1.53 -0.01 0.30 -1.454
N -0.32 -1.49 0.62 -0.782
H 0.29 1.10 -1.45 0.217
H -0.60 -0.15 -2.35 0.258
H 1.14 -1.54 -0.92 0.369
H 1.08 0.53 1.13 0.275
H 2.18 -0.74 0.80 0.404
H 2.15 0.53 -0.41 0.393
H -0.60 -0.79 1.29 0.349
H -1.19 -1.77 0.18 0.285
H -1.74 1.02 0.47 0.370
H -0.74 1.78 1.41 0.254
O -1.67 1.58 1.48 -0.856
```

***

Entry from the Open Molecules 2025 dataset: a cluster of 3 separate species, C3H10NO2 in total (ωB97M-V with the def2-TZVPD basis set).

Its charge is +2. Its spin multiplicity is 2. The value obtained for the gap between HOMO and LUMO (alpha / beta) is 7.515 / 5.245 eV. Its relative energy (zero: lowest compared OMol25 entry of this formula, charge and spin) is 171.83 kJ/mol. Its calculated total energy is -8835.9367 eV.

The geometry in XYZ format:
```
16
Properties=species:S:1:pos:R:3:lowdin_spin:R:1
C -0.10 0.57 1.79 0.349
C 0.95 -0.26 1.39 0.412
C -1.60 0.14 -0.01 0.087
N -1.24 0.83 1.04 0.071
H -0.06 1.15 2.71 0.012
H 0.93 -0.69 0.38 0.015
H 1.52 -0.73 2.18 0.014
H -2.28 0.55 -0.76 0.000
H -1.05 -0.76 -0.28 0.002
H -1.75 1.66 1.31 0.001
H 0.94 0.92 -1.95 0.000
H 0.52 2.32 -1.45 0.000
O 0.37 1.37 -1.31 0.032
H 0.65 -1.89 -2.24 0.000
H 1.20 -3.06 -1.45 0.000
O 1.00 -2.11 -1.37 0.004
```

***

Entry from the Open Molecules 2025 dataset: a structure of composition C3H10NO2PS (ωB97M-V with the def2-TZVPD basis set).

Its charge is 0. The value obtained for the gap between HOMO and LUMO is 9.028 eV. Its relative energy (zero: lowest compared OMol25 entry of this formula, charge and spin) is 221.77 kJ/mol. Its calculated total energy is -28981.3394 eV.

The geometry in XYZ format:
```
18
Properties=species:S:1:pos:R:3:mulliken_charge:R:1
C 1.37 -1.36 -0.79 -0.783
C -0.25 2.26 -0.30 -0.644
C 1.21 -1.56 0.74 -0.319
N -1.18 1.30 -0.88 -0.275
O -2.12 0.58 1.53 -0.421
O 0.43 -0.55 1.19 -0.610
P -1.54 0.02 0.18 0.580
S -2.48 -1.51 -0.52 -0.306
H 2.27 -0.70 -1.10 0.207
H 1.59 -2.25 -1.34 0.376
H 0.49 -0.99 -1.10 0.035
H 0.52 2.31 -1.03 0.343
H -0.80 3.28 -0.04 0.231
H 0.01 2.01 0.75 0.240
H 2.19 -1.54 1.11 0.306
H 0.74 -2.51 0.98 0.305
H -0.80 0.90 -1.71 0.357
H -1.66 0.31 2.33 0.378
```

***

Entry from the Open Molecules 2025 dataset: a cluster of 2 separate species, C3H10NO3 in total (ωB97M-V with the def2-TZVPD basis set).

Its charge is -1. The value obtained for the gap between HOMO and LUMO is 7.663 eV. Its relative energy (zero: lowest compared OMol25 entry of this formula, charge and spin) is 136.57 kJ/mol. Its calculated total energy is -10904.5669 eV.

The geometry in XYZ format:
```
17
Properties=species:S:1:pos:R:3:mulliken_charge:R:1
C -0.30 -0.88 0.93 -0.449
C 1.11 -0.72 1.49 -0.430
O 2.07 -0.45 0.51 -0.644
N -0.47 0.20 -0.13 -0.444
C -0.29 -0.32 -1.52 -0.292
O 1.09 -0.62 -1.74 -0.823
H -1.08 -0.58 1.70 0.251
H -0.43 -1.92 0.38 0.243
H 1.31 0.19 2.24 0.168
H 1.56 -1.60 1.97 0.278
H 1.70 -0.75 -0.56 0.362
H 0.22 1.04 0.03 0.322
H -0.90 -1.26 -1.63 0.181
H -0.65 0.36 -2.34 0.275
H -1.16 2.15 -0.97 0.375
H -2.16 2.32 0.18 0.337
O -1.63 2.84 -0.54 -0.710
```

***

Entry from the Open Molecules 2025 dataset: a cluster of 3 separate species, C3H10NO4 in total (ωB97M-V with the def2-TZVPD basis set).

Its charge is -1. The value obtained for the gap between HOMO and LUMO is 8.229 eV. Its relative energy (zero: lowest compared OMol25 entry of this formula, charge and spin) is 99.59 kJ/mol. Its calculated total energy is -12955.2805 eV.

The geometry in XYZ format:
```
18
Properties=species:S:1:pos:R:3:mulliken_charge:R:1
C 0.20 -1.54 1.84 -0.820
N -1.09 -1.48 1.18 -0.515
C -1.10 -0.35 0.24 -0.368
C -0.27 -0.73 -1.05 0.533
O 0.52 0.14 -1.51 -0.713
O -0.46 -1.90 -1.44 -0.755
H 1.07 -1.53 1.15 0.291
H 0.28 -2.43 2.48 0.320
H 0.33 -0.71 2.54 0.267
H -1.13 -2.26 0.51 0.351
H -0.68 0.54 0.71 0.236
H -2.10 -0.06 -0.06 0.203
H 1.56 1.03 0.85 0.328
H 2.23 1.30 -0.46 0.366
O 2.00 1.74 0.37 -0.753
H 0.58 2.74 -0.05 0.418
H -0.66 2.60 -0.81 0.316
O -0.31 3.19 -0.14 -0.705
```

***

Q: What is the formula in the third record?
A: C3H10NO

***

Q: Which value of charge does entry 5 give?
A: -1

***

Q: Among the records above, which one has the lowest relative energy (zero: lowest compared OMol25 entry of this formula, charge and spin)?
A: number 1